Run a
A molecular structure, C2H7NO2P, computed with ωB97M-V/def2-TZVPD.

Properties
Charge = +1

```
13
Properties=species:S:1:pos:R:3:lowdin_charge:R:1
C -1.50 0.25 -0.39 -0.256
C -0.11 -0.25 1.25 -0.357
N 1.70 -0.20 -0.83 0.003
O -0.43 1.08 -0.85 -0.345
O -1.03 -0.84 0.38 -0.155
P 0.73 1.07 0.20 1.021
H -2.56 1.14 0.54 0.258
H -2.14 -0.17 -1.21 0.141
H 0.55 -0.90 1.90 0.129
H -0.68 0.22 2.11 0.120
H 1.99 0.17 -1.76 0.142
H 2.48 -0.59 -0.25 0.145
H 1.00 -0.98 -1.09 0.154
```

=====

Run b
A gas-phase ion, C2H7NO2P (charge +1), computed with ωB97M-V/def2-TZVPD.

Properties
Charge = +1

```
13
Properties=species:S:1:pos:R:3:lowdin_charge:R:1
C -0.87 -0.63 1.13 -0.152
C 1.94 0.58 -1.02 -0.261
N -2.11 -0.94 1.39 0.097
O -0.12 -1.03 -0.41 -0.474
O 1.31 0.36 -2.31 -0.213
P 1.21 -1.15 -1.19 1.041
H -0.16 -1.41 1.50 0.138
H -0.49 0.34 1.22 0.106
H 1.53 1.49 -0.48 0.116
H 3.07 0.42 -1.04 0.102
H -2.86 -0.15 1.32 0.185
H -2.43 -1.95 1.40 0.164
H 1.74 0.55 -3.16 0.151
```

=====

The calculated energies rank the structures as follows, beginning with the most stable: run b, run a.

=====

Run a
2 unconnected molecules or ions with the total composition C19H34INO3, computed with ωB97M-V/def2-TZVPD.

Properties
Structure (SMILES) = C=CC[C@H]1C(=O)O[C@H](CCCI)[C@@H]1N(C)C(C)=O.CCCCCC

```
58
Properties=species:S:1:pos:R:3:lowdin_charge:R:1
C 5.66 0.09 -1.48 -0.014
C 4.53 0.19 -0.64 -0.174
C 3.92 -0.97 0.27 -0.155
C 2.89 -1.95 -0.48 -0.127
C 1.92 -2.38 0.75 -0.345
O 2.17 -3.07 1.75 0.092
O 0.63 -1.76 0.54 -0.015
C 0.84 -0.71 -0.43 -0.237
C -0.45 0.02 -1.07 -0.117
C 0.09 0.89 -2.31 -0.335
C -0.86 2.09 -2.75 -0.599
I 0.06 2.96 -4.56 0.658
C 1.82 -1.36 -1.50 -0.222
N 1.27 -2.21 -2.59 -0.091
C 0.65 -3.47 -2.10 -0.058
C 2.21 -2.41 -3.69 -0.383
C 3.20 -3.65 -3.87 -0.008
O 2.25 -1.50 -4.57 0.037
H 5.70 0.83 -2.35 0.070
H 6.52 -0.62 -1.27 0.066
H 3.98 1.19 -0.63 0.106
H 3.42 -0.46 1.17 0.126
H 4.79 -1.57 0.69 0.131
H 3.54 -2.78 -0.93 0.151
H 1.28 0.13 0.23 0.167
H -1.21 -0.73 -1.49 0.122
H -0.97 0.65 -0.28 0.109
H 0.27 0.16 -3.18 0.098
H 1.14 1.27 -2.00 0.107
H -0.87 2.91 -1.96 0.054
H -1.88 1.70 -3.04 0.058
H 2.39 -0.56 -2.11 0.148
H 1.25 -4.04 -1.32 0.101
H 0.47 -4.12 -3.04 0.108
H -0.41 -3.21 -1.73 0.106
H 4.10 -3.29 -4.47 0.100
H 3.50 -4.00 -2.83 0.073
H 2.67 -4.44 -4.49 0.092
C -4.57 4.10 4.03 -0.115
C -4.08 2.75 4.53 -0.273
C -2.75 2.32 3.91 -0.229
C -2.77 2.13 2.39 -0.233
C -3.79 1.11 1.88 -0.273
C -3.53 -0.30 2.39 -0.108
H -4.75 4.10 2.95 0.065
H -5.50 4.37 4.52 0.070
H -3.83 4.89 4.25 0.075
H -4.85 1.99 4.34 0.099
H -3.96 2.80 5.61 0.105
H -2.42 1.40 4.39 0.102
H -1.99 3.07 4.15 0.110
H -1.76 1.82 2.07 0.099
H -2.95 3.09 1.90 0.101
H -3.74 1.10 0.78 0.099
H -4.80 1.42 2.14 0.099
H -2.54 -0.65 2.10 0.070
H -4.27 -0.99 1.97 0.071
H -3.62 -0.36 3.48 0.068
```

=====

Run b
A single C19H34INO3 molecule, computed with ωB97M-V/def2-TZVPD.

Properties
Structure (SMILES) = COCCCCCCCCCCC[C@@H]1C(=O)O[C@H](N=C(C)C)[C@H]1I

```
58
Properties=species:S:1:pos:R:3:lowdin_charge:R:1
C 5.05 1.77 2.63 -0.116
O 4.61 2.75 1.71 -0.180
C 5.33 2.84 0.50 -0.245
C 4.71 2.01 -0.62 -0.176
C 5.13 0.53 -0.62 -0.194
C 3.99 -0.49 -0.74 -0.211
C 3.02 -0.24 -1.90 -0.211
C 1.65 -0.89 -1.70 -0.205
C 1.69 -2.37 -1.25 -0.192
C 1.04 -2.65 0.12 -0.201
C -0.23 -3.51 0.04 -0.208
C -1.47 -2.67 -0.25 -0.198
C -2.00 -1.96 1.01 -0.157
C -3.45 -1.48 0.93 -0.268
C -4.09 -1.12 -0.40 -0.444
O -3.63 -1.07 -1.50 0.160
O -5.35 -0.67 -0.10 0.055
C -5.24 0.10 1.12 -0.390
N -5.73 1.43 0.94 0.125
C -5.44 2.17 -0.06 -0.362
C -4.04 2.41 -0.59 -0.014
C -6.53 2.92 -0.76 -0.032
C -3.78 -0.13 1.60 -0.694
I -3.57 -0.07 3.70 0.904
H 6.05 1.41 2.40 0.081
H 5.06 2.20 3.63 0.083
H 4.36 0.92 2.64 0.083
H 5.32 3.89 0.21 0.117
H 6.38 2.56 0.63 0.120
H 5.06 2.46 -1.56 0.112
H 3.62 2.13 -0.60 0.109
H 5.63 0.33 0.33 0.092
H 5.87 0.34 -1.40 0.111
H 3.42 -0.54 0.19 0.115
H 4.44 -1.47 -0.89 0.104
H 2.86 0.83 -2.04 0.095
H 3.45 -0.61 -2.84 0.116
H 1.12 -0.84 -2.66 0.104
H 1.07 -0.31 -0.98 0.103
H 1.15 -2.96 -2.00 0.101
H 2.71 -2.75 -1.24 0.096
H 1.75 -3.13 0.80 0.105
H 0.77 -1.69 0.58 0.092
H -0.35 -4.14 0.92 0.106
H -0.11 -4.19 -0.81 0.103
H -1.19 -1.90 -0.98 0.111
H -2.27 -3.25 -0.71 0.117
H -1.94 -2.65 1.85 0.114
H -1.36 -1.11 1.26 0.111
H -4.08 -2.21 1.46 0.151
H -5.90 -0.37 1.85 0.123
H -4.05 3.20 -1.34 0.078
H -3.42 2.75 0.24 0.088
H -3.60 1.52 -1.06 0.078
H -6.40 4.00 -0.63 0.086
H -6.47 2.70 -1.83 0.093
H -7.50 2.65 -0.35 0.079
H -3.10 0.59 1.16 0.077
```

=====

The calculated energies rank the structures as follows, beginning with the most stable: run b, run a.

=====

Run a
2 unconnected molecules or ions with the total composition C3HClFO2, computed with ωB97M-V/def2-TZVPD.

Properties
Charge = -1

```
8
Properties=species:S:1:pos:R:3:lowdin_charge:R:1
C 0.23 1.06 0.18 -0.004
C -1.77 -0.25 -0.02 -0.631
C -2.70 0.85 -0.01 -0.636
O -2.61 0.25 1.19 -0.063
O -3.25 1.80 -0.54 0.048
F 0.34 1.58 -1.08 -0.172
Cl -2.49 -1.78 -0.46 0.521
H 1.04 0.35 0.20 -0.062
```

=====

Run b
2 unconnected molecules or ions with the total composition C3HClFO2, computed with ωB97M-V/def2-TZVPD.

Properties
Charge = -1

```
8
Properties=species:S:1:pos:R:3:lowdin_charge:R:1
C -1.27 -0.10 -0.87 -0.310
C -0.78 -1.31 -0.89 -0.614
C 1.79 -1.98 0.07 -0.533
O 2.02 -2.17 -1.03 0.173
O 1.67 -1.79 1.21 0.138
F -2.28 0.70 -0.05 -0.253
Cl -1.29 -2.59 0.29 0.362
H -1.10 0.70 -1.58 0.037
```

=====

The calculated energies rank the structures as follows, beginning with the most stable: run b, run a.

=====

Run a
A molecular structure, C4H11ClN3, computed with ωB97M-V/def2-TZVPD.

Properties
Charge = +1

```
19
Properties=species:S:1:pos:R:3:lowdin_charge:R:1
C -0.18 0.70 -0.70 -0.178
C 2.74 -1.39 -1.11 -0.033
C -1.55 2.00 0.83 -0.027
C 1.72 -0.81 -0.18 -0.613
N 1.41 -1.44 0.92 0.159
N 0.65 -0.30 -0.99 0.073
N -0.37 1.17 0.46 -0.081
Cl 2.37 1.24 0.54 0.340
H -0.80 1.17 -1.43 0.161
H 2.78 -0.73 -2.07 0.132
H 3.74 -1.55 -0.56 0.136
H 2.38 -2.29 -1.62 0.103
H -2.23 2.16 -0.05 0.105
H -1.24 2.91 1.40 0.104
H -2.15 1.39 1.63 0.121
H 0.69 -1.13 1.60 0.150
H 2.19 -1.87 1.37 0.128
H 0.65 -0.66 -1.91 0.144
H 0.57 1.14 1.17 0.074
```

=====

Run b
2 unconnected molecules or ions with the total composition C4H11ClN3, computed with ωB97M-V/def2-TZVPD.

Properties
Charge = +1

```
19
Properties=species:S:1:pos:R:3:lowdin_charge:R:1
C 1.10 -0.48 0.78 -0.142
C 0.06 2.41 -1.43 0.033
C 0.23 -2.36 1.87 -0.074
C -0.09 1.28 -0.49 -0.447
N -1.26 0.84 -0.16 0.153
N 0.98 0.74 0.02 0.116
N 0.05 -1.04 1.17 -0.052
Cl -1.70 -1.69 -1.28 0.484
H 2.13 -0.70 0.96 0.131
H -0.80 3.12 -1.49 0.120
H 0.84 3.01 -0.94 0.109
H 0.24 1.80 -2.34 0.127
H -0.55 -2.97 1.41 0.065
H 0.17 -2.03 3.02 0.134
H 1.25 -2.79 1.72 0.087
H -1.45 0.01 0.40 0.052
H -2.12 1.30 -0.48 0.147
H 1.80 1.16 -0.53 0.201
H -0.90 -1.62 -2.21 -0.245
```

=====

The calculated energies rank the structures as follows, beginning with the most stable: run b, run a.

=====

Run a
2 unconnected molecules or ions with the total composition CH2FN5, computed with ωB97M-V/def2-TZVPD.

```
9
Properties=species:S:1:pos:R:3:lowdin_charge:R:1
C 4.37 0.14 0.04 -0.320
N 5.48 0.48 0.14 0.153
N 3.23 -0.43 -0.20 0.094
N 2.11 0.13 -0.18 0.049
N -0.21 0.16 -0.14 0.134
N 1.03 -0.23 0.14 -0.068
F 1.03 -2.03 -0.08 -0.310
H -0.80 -0.26 0.59 0.131
H -0.38 -0.17 -1.11 0.137
```

=====

Run b
2 unconnected molecules or ions with the total composition CH2FN5, computed with ωB97M-V/def2-TZVPD.

```
9
Properties=species:S:1:pos:R:3:lowdin_charge:R:1
C -1.18 1.99 -1.40 -0.316
N -1.28 3.10 -1.61 0.170
N -0.91 0.76 -1.06 0.111
N 0.03 0.47 -0.32 0.076
N 1.16 -0.83 1.33 0.115
N 0.52 -0.48 0.20 -0.005
F -0.62 -2.17 0.12 -0.433
H 0.36 -1.41 1.77 0.150
H 1.92 -1.44 0.97 0.133
```

=====

The calculated energies rank the structures as follows, beginning with the most stable: run a, run b.